(1)
Entry from the OMol25 dataset: 14 unconnected molecules or ions with the total composition C30H89NO27 (ωB97M-V with the def2-TZVPD basis set).

Last column: Löwdin charge in e.
CARTESIAN COORDINATES (ANGSTROEM)
C 7.466 -3.012 0.737  -0.073
C 6.159 -3.793 0.982  -0.428
C 5.096 -3.328 -0.045  -0.205
O 4.660 -2.021 0.184  -0.207
C 3.598 -1.465 -0.610  -0.071
N 6.591 -5.165 0.872  0.025
H 7.915 -3.140 -0.248  0.082
H 8.228 -3.271 1.473  0.070
H 7.326 -1.947 0.927  0.072
H 5.789 -3.578 1.985  0.135
H 4.173 -3.887 0.125  0.106
H 5.436 -3.427 -1.077  0.130
H 3.744 -0.420 -0.338  0.077
H 2.583 -1.696 -0.283  0.065
H 3.773 -1.570 -1.681  0.089
H 7.322 -5.438 1.515  0.074
H 5.808 -5.641 1.303  0.067
C 2.942 1.870 -2.768  -0.238
C 2.974 2.648 -1.408  -0.206
O 1.695 3.249 -1.214  -0.108
O 2.532 2.634 -3.866  -0.065
H 2.331 0.974 -2.653  0.105
H 3.982 1.728 -3.065  0.122
H 3.710 3.454 -1.407  0.113
H 3.198 2.002 -0.558  0.097
H 1.597 3.360 -0.264  0.011
H 1.568 2.669 -3.843  0.027
C -3.921 3.418 2.930  -0.175
C -2.482 3.957 2.727  -0.197
O -2.330 5.371 2.449  -0.081
O -4.630 3.364 1.690  -0.093
H -4.526 4.058 3.574  0.128
H -3.833 2.481 3.481  0.123
H -1.983 3.455 1.897  0.097
H -1.839 3.750 3.582  0.110
H -2.125 5.508 1.518  0.014
H -4.611 4.240 1.296  0.109
C -2.445 3.759 -1.296  -0.178
C -1.378 4.925 -1.254  -0.200
O -1.680 5.747 -0.170  -0.083
O -3.704 4.410 -1.512  -0.054
H -2.426 3.219 -0.348  0.085
H -2.194 2.974 -2.009  0.110
H -1.369 5.516 -2.170  0.125
H -0.362 4.547 -1.125  0.099
H -1.117 6.519 -0.264  0.116
H -3.710 5.120 -0.864  0.065
C -2.615 -0.692 -3.946  -0.193
C -3.362 -2.004 -3.652  -0.213
O -3.935 -1.834 -2.376  -0.086
O -1.266 -0.757 -3.424  -0.100
H -3.130 0.243 -3.727  0.118
H -2.458 -0.643 -5.025  0.108
H -2.805 -2.941 -3.606  0.108
H -4.227 -2.156 -4.298  0.120
H -3.298 -1.681 -1.673  0.041
H -1.331 -0.806 -2.465  0.028
C 1.889 -2.213 2.928  -0.222
C 1.774 -3.569 2.295  -0.218
O 0.430 -3.978 2.263  -0.076
O 1.600 -2.331 4.312  -0.063
H 1.141 -1.515 2.548  0.107
H 2.862 -1.734 2.810  0.132
H 2.337 -4.375 2.768  0.132
H 2.160 -3.439 1.282  0.099
H 0.254 -4.596 1.548  0.044
H 0.728 -2.736 4.264  0.078
C 1.373 0.902 5.523  -0.248
C 0.374 1.581 4.585  -0.180
O -0.311 0.529 3.860  -0.092
O 2.386 0.217 4.839  -0.054
H 0.830 0.282 6.237  0.127
H 1.819 1.691 6.129  0.118
H 0.834 2.232 3.842  0.105
H -0.336 2.093 5.236  0.114
H -0.720 0.894 3.070  0.075
H 2.009 -0.628 4.570  0.019
C -2.654 -1.906 3.331  -0.212
C -3.167 -3.370 3.411  -0.195
O -2.374 -4.278 2.643  -0.066
O -1.316 -1.959 3.751  -0.098
H -3.122 -1.138 3.947  0.122
H -2.653 -1.609 2.281  0.102
H -4.246 -3.441 3.271  0.117
H -3.089 -3.696 4.450  0.111
H -1.433 -4.105 2.748  0.043
H -0.904 -1.093 3.839  0.027
C 0.051 0.714 -0.287  -0.205
C -0.552 -0.680 -0.196  -0.193
O -1.895 -0.719 -0.683  -0.077
O -0.613 1.570 0.637  -0.063
H 0.010 1.104 -1.305  0.111
H 1.098 0.662 0.015  0.114
H -0.448 -1.077 0.816  0.110
H 0.029 -1.454 -0.699  0.108
H -2.417 -0.076 -0.196  0.071
H -0.096 2.379 0.585  0.043
C 2.232 5.878 1.176  -0.255
C 1.366 4.866 1.991  -0.187
O 1.557 3.535 1.595  -0.090
O 3.562 6.051 1.524  -0.032
H 1.811 6.884 1.199  0.121
H 2.143 5.692 0.103  0.112
H 0.297 5.066 1.912  0.104
H 1.597 4.970 3.052  0.128
H 2.302 3.119 2.036  0.112
H 4.045 5.259 1.275  0.089
C -0.835 2.586 -6.299  -0.211
C -1.102 2.760 -4.765  -0.212
O -0.116 2.141 -3.955  -0.083
O 0.507 2.992 -6.611  -0.061
H -1.577 3.187 -6.828  0.112
H -0.923 1.593 -6.739  0.116
H -2.140 2.507 -4.540  0.108
H -1.050 3.820 -4.514  0.117
H -0.156 1.197 -4.134  0.080
H 0.487 3.948 -6.515  0.084
C 1.451 -2.305 -3.976  -0.236
C 1.717 -3.810 -3.646  -0.189
O 2.025 -4.563 -4.847  -0.075
O 2.587 -1.717 -4.601  -0.076
H 1.209 -1.745 -3.072  0.088
H 0.671 -2.183 -4.728  0.114
H 0.964 -4.294 -3.025  0.099
H 2.675 -3.845 -3.126  0.105
H 2.925 -4.314 -5.068  0.076
H 2.246 -0.997 -5.137  0.084
C -6.042 0.330 2.115  -0.239
C -5.132 -0.039 0.927  -0.222
O -3.951 0.678 1.116  -0.083
O -6.675 1.542 1.795  -0.062
H -5.513 0.368 3.069  0.115
H -6.871 -0.366 2.249  0.117
H -5.593 0.087 -0.053  0.129
H -4.886 -1.099 1.009  0.114
H -4.177 1.609 1.197  0.040
H -5.997 2.199 1.987  0.028
C -0.900 -5.968 -0.920  -0.212
C -1.610 -4.658 -1.215  -0.265
O -2.686 -4.460 -0.353  -0.036
O -0.363 -5.883 0.398  -0.070
H -0.175 -6.253 -1.684  0.119
H -1.663 -6.745 -0.859  0.127
H -1.961 -4.742 -2.244  0.118
H -0.919 -3.816 -1.138  0.108
H -2.406 -4.467 0.567  0.050
H 0.292 -6.582 0.317  0.100

Forces on atoms 1 to 2 (eV/Å):
-0.144 1.194 0.901
2.227 2.029 -0.592

Calculated values
HOMO level: -9.7 eV
total charge: 0
gap between HOMO and LUMO: 0.359 hartree
spin multiplicity: 1



(2)
Entry from the OMol25 dataset: a molecular structure, C22H17BrClN2O8Ti (ωB97M-V with the def2-TZVPD basis set).

Last column: Löwdin charge in e.
CARTESIAN COORDINATES (ANGSTROEM)
Ti 0.367 -0.176 -0.203  1.114
Br 6.724 2.056 -2.934  0.749
C 5.061 2.039 -2.032  -0.679
C 4.237 3.169 -2.110  -0.115
C 3.047 3.149 -1.437  0.003
C 2.627 2.054 -0.653  -0.072
O 0.723 3.367 -0.232  0.035
C 3.472 0.881 -0.590  -0.165
C 3.266 -0.296 0.172  -0.092
N 2.131 -0.619 0.770  -0.051
C 2.013 -1.448 1.847  -0.199
C 3.027 -2.072 2.575  0.006
C 2.734 -2.766 3.748  -0.069
C 1.460 -2.831 4.257  -0.038
C 0.396 -2.218 3.568  -0.139
C -0.941 -2.217 4.015  0.012
C -1.902 -1.584 3.265  -0.024
C -1.534 -0.949 2.072  -0.061
N -0.292 -0.932 1.637  0.036
C 0.673 -1.539 2.351  -0.119
C 4.694 0.938 -1.310  -0.103
H 4.541 4.027 -2.689  0.100
H 2.397 4.008 -1.488  0.124
H 4.130 -0.959 0.277  0.133
H 4.055 -2.021 2.250  0.108
H 3.541 -3.254 4.278  0.107
H 1.262 -3.346 5.184  0.109
H -1.194 -2.723 4.936  0.120
H -2.933 -1.571 3.580  0.108
H -2.260 -0.463 1.433  0.124
H 5.339 0.071 -1.289  0.109
O -1.598 0.454 -2.829  0.085
C -1.097 0.833 -1.585  -0.758
O -1.385 -0.067 -0.605  -0.118
C -1.726 2.204 -1.233  -0.051
O -1.442 2.487 0.132  -0.075
C -0.558 3.521 0.366  -0.178
C 1.364 2.206 0.029  -0.393
O 0.862 1.439 0.879  -0.007
O 0.284 0.905 -1.623  -0.188
H -1.111 -0.329 -3.131  0.113
H -2.809 2.110 -1.349  0.145
H -1.331 2.970 -1.904  0.148
H -0.909 4.478 -0.053  0.152
H -0.456 3.579 1.459  0.154
Cl 2.119 -0.856 -2.904  0.731
C 2.334 -2.519 -2.300  -0.403
C 1.507 -2.644 -1.005  -0.655
O 1.815 -3.459 -0.163  0.104
O 0.514 -1.828 -0.933  -0.148
H 3.389 -2.707 -2.102  0.086
H 1.974 -3.222 -3.053  0.087

Forces on atoms 1 to 2 (eV/Å):
1.188 -0.395 1.180
-0.045 -0.027 -0.005

Calculated values
HOMO level (spin up / spin down): -6.3 / -8.0 eV
total charge: 0
gap between HOMO and LUMO (spin up / spin down): 0.210 / 0.254 hartree
spin multiplicity: 2



(3)
Entry from the OMol25 dataset: C3H6O2 in the gas phase (ωB97M-V with the def2-TZVPD basis set).

Last column: Löwdin charge in e.
CARTESIAN COORDINATES (ANGSTROEM)
C 0.854 0.303 0.986  -0.099
C -0.411 0.355 0.211  -0.188
C -0.319 0.004 -1.265  -0.582
O -0.002 0.810 -2.069  0.139
O -0.561 -1.269 -1.496  0.138
H 1.678 0.023 0.354  0.073
H 1.110 1.211 1.653  0.109
H 0.772 -0.534 1.708  0.077
H -1.105 -0.437 0.551  0.107
H -0.959 1.299 0.234  0.124
H -1.055 -1.765 -0.866  0.101

Forces on atoms 1 to 2 (eV/Å):
1.075 0.108 2.395
-2.478 -0.395 -0.755

Calculated values
HOMO level: -10.2 eV
total charge: 0
gap between HOMO and LUMO: 0.396 hartree
spin multiplicity: 1



(4)
Entry from the OMol25 dataset: C5H12N2O2 in the gas phase (ωB97M-V with the def2-TZVPD basis set).

Last column: Löwdin charge in e.
CARTESIAN COORDINATES (ANGSTROEM)
C 2.359 0.103 -0.118  -0.533
C 2.947 1.483 0.099  -0.009
C -3.910 -0.018 0.297  -0.044
C -2.562 0.379 -0.048  -0.631
C -0.410 -0.808 -0.333  -0.205
H 3.254 -1.848 -0.065  0.135
H 4.333 -0.549 0.150  0.101
H 2.457 2.220 -0.589  0.098
H 4.043 1.570 0.094  0.073
H 2.449 1.767 1.104  0.122
H -4.168 -1.157 0.136  0.117
H -4.361 0.510 -0.536  0.084
H -4.185 0.480 1.275  0.113
H -2.560 -1.558 0.149  0.148
H -0.310 0.316 -0.783  0.159
H 0.133 -0.901 0.740  0.149
H -0.066 -1.775 -0.920  0.138
N 3.336 -0.822 0.190  0.124
N -1.841 -0.755 -0.085  -0.041
O 1.216 -0.148 -0.422  -0.106
O -2.152 1.511 -0.335  0.009

Forces on atoms 1 to 2 (eV/Å):
2.850 0.153 -0.049
-2.536 1.509 0.909

Calculated values
HOMO level: -8.4 eV
total charge: 0
gap between HOMO and LUMO: 0.332 hartree
spin multiplicity: 1



(5)
Entry from the OMol25 dataset: a molecular structure, C17H28ClNO6Ru (ωB97M-V with the def2-TZVPD basis set).

Last column: Löwdin charge in e.
CARTESIAN COORDINATES (ANGSTROEM)
Ru 0.588 0.063 -0.070  1.616
C -1.497 2.538 -0.874  -0.120
C -2.377 1.296 -0.701  -0.126
O -1.667 0.125 -1.082  -0.223
C -1.616 -0.136 -2.484  -0.133
C -0.942 -1.490 -2.644  -0.121
O 0.375 -1.401 -2.085  -0.195
C 0.992 -2.659 -1.841  -0.131
C 0.536 -3.282 -0.518  -0.127
O 0.913 -2.397 0.533  -0.204
C 0.507 -2.785 1.843  -0.119
C -0.532 -1.767 2.352  -0.122
O -0.100 -0.430 2.158  -0.233
C 0.819 0.111 3.106  -0.129
C 0.944 1.599 2.808  -0.132
O 1.595 1.774 1.547  -0.192
C 1.586 3.124 1.089  -0.110
C 0.691 3.278 -0.161  -0.123
O -0.352 2.317 -0.059  -0.209
H -2.035 3.434 -0.538  0.167
H -1.203 2.677 -1.924  0.145
H -3.298 1.401 -1.282  0.158
H -2.635 1.160 0.357  0.150
H -1.050 0.642 -3.018  0.144
H -2.632 -0.171 -2.897  0.164
H -0.873 -1.753 -3.708  0.165
H -1.538 -2.250 -2.125  0.146
H 2.066 -2.454 -1.798  0.137
H 0.787 -3.352 -2.665  0.163
H 1.031 -4.254 -0.386  0.165
H -0.550 -3.442 -0.501  0.144
H 1.394 -2.794 2.487  0.146
H 0.060 -3.784 1.847  0.157
H -0.762 -1.943 3.410  0.160
H -1.446 -1.860 1.752  0.146
H 1.805 -0.370 3.033  0.139
H 0.425 -0.025 4.122  0.164
H 1.541 2.078 3.595  0.165
H -0.058 2.050 2.781  0.153
H 2.613 3.410 0.842  0.153
H 1.227 3.781 1.886  0.149
H 1.276 3.106 -1.075  0.134
H 0.280 4.294 -0.190  0.159
Cl 5.952 -1.229 1.317  0.813
C 5.014 -0.470 0.109  -0.612
C 5.590 0.150 -1.008  -0.006
C 4.767 0.720 -1.962  0.015
C 3.386 0.668 -1.788  -0.092
N 2.847 0.087 -0.720  -0.018
C 3.614 -0.466 0.205  -0.150
H 6.665 0.172 -1.124  0.141
H 5.184 1.198 -2.837  0.140
H 2.712 1.096 -2.522  0.130
H 3.126 -0.942 1.050  0.102

Forces on atoms 1 to 2 (eV/Å):
1.333 -0.314 -0.636
-0.944 -0.435 -0.581

Calculated values
HOMO level (spin up / spin down): -18.4 / -18.4 eV
total charge: +3
gap between HOMO and LUMO (spin up / spin down): 0.183 / 0.211 hartree
spin multiplicity: 2



For reference, maximum force by record: 3.1 2.3 3.1 9.9 2.2 eV Å⁻¹.
For reference, ΔE to the lowest compared entry with this formula, charge and spin by record: 16.86 52.88 17.57 135.73 28.25 kcal/mol.